ORCA calculation (the ωB97M-V functional and the def2-TZVPD basis) on 2 unconnected molecules or ions with the total composition C4H13NOS2.

Last column: Löwdin spin population.
CARTESIAN COORDINATES (ANGSTROEM)
S -3.102 -0.501 1.310  0.36
S -2.197 1.079 1.394  0.47
C -0.549 0.802 2.036  0.05
C 0.530 0.314 1.008  0.01
N -0.198 -0.184 -0.173  0.05
C 0.120 -1.568 -0.755  0.01
C 1.406 -1.616 -1.772  0.00
H -2.476 -1.420 0.589  0.03
H -0.531 0.172 2.938  0.01
H -0.093 1.889 2.284  0.00
H 1.257 -0.624 1.397  0.00
H 1.405 1.188 0.784  0.00
H -0.213 0.529 -0.924  0.00
H 0.518 -2.225 0.058  0.00
H -0.733 -1.869 -1.187  0.00
H 0.994 -1.601 -2.858  0.00
H 2.076 -2.377 -1.664  0.00
H 1.904 -0.736 -1.712  0.00
H -0.335 3.536 -1.183  0.00
H 0.104 2.163 -0.936  0.00
O 0.113 3.051 -0.634  0.01

Spin multiplicity   2
<S²>   0.755
Total charge   +1
E_LUMO (spin up / spin down)   -3.296 / -7.734 eV
Kohn-Sham gap (spin up / spin down)   10.1 / 5.5 eV
E_tot   -1086.14096 hartree